Record 1
{
  "formula": "C3H5IO",
  "method": "ωB97M-V/def2-TZVPD",
  "species": ["C", "C", "C", "O", "I", "H", "H", "H", "H", "H"],
  "xyz": [[-0.728, 1.313, 0.416], [-0.007, 0.284, 0.697], [1.055, -0.290, 0.032], [-0.766, -1.648, -0.970], [1.777, 0.535, -1.785], [-1.622, 1.571, 0.956], [-0.491, 1.994, -0.454], [-0.271, -0.225, 1.609], [1.787, -0.907, 0.457], [-0.732, -2.628, -0.957]],
  "lumo_ev": [-1.883, -1.883],
  "homo_lumo_gap_ev": [6.910, 6.917],
  "de_lowest_kj_mol": 395.61
}


Record 2
{
  "formula": "C3H5IS",
  "method": "ωB97M-V/def2-TZVPD",
  "species": ["C", "C", "I", "C", "S", "H", "H", "H", "H", "H"],
  "xyz": [[0.624, -0.957, -0.040], [-0.319, 0.076, -0.345], [-2.332, -0.663, 0.093], [-0.082, 1.295, 0.459], [0.604, 2.660, 0.016], [0.411, -1.467, 0.937], [1.646, -0.588, 0.020], [0.479, -1.717, -0.851], [-0.399, 0.234, -1.608], [-0.632, 1.126, 1.318]],
  "lumo_ev": -0.745,
  "smiles": "C[C@@H](I)C=S",
  "homo_lumo_gap_ev": 8.359,
  "de_lowest_kj_mol": 72.55
}